1:
21
Properties=species:S:1:pos:R:3 method="wB97M-V/def2-TZVPD" lumo_energy_ev=-0.2 homo_energy_ev=-11.48 smiles=O.O.O.O.O.O.O gap_ev=11.285
H -0.22202 3.20202 -0.69026
H -2.81284 -1.64388 -2.11306
H 3.54619 -1.61260 0.67643
H -3.78546 1.06557 2.58065
O 4.28095 -1.81653 1.26595
H 4.41705 -1.00128 1.76176
H -1.98677 -2.91957 -2.09716
H 2.25534 1.86827 -1.37006
H 0.22966 -0.19069 -0.61433
H 0.10830 -1.22104 2.10503
O -0.69495 -0.18173 -0.88640
O -2.90396 0.73041 2.77970
O -0.23296 4.15840 -0.57101
H -0.48852 -0.98181 0.72786
H -0.87851 -1.09774 -1.12351
H 0.69802 4.39578 -0.49403
O 2.56132 0.95683 -1.43814
O -2.71334 -2.49045 -2.56294
H -3.02437 -0.22388 2.84165
O -0.47902 -1.61790 1.45193
H 2.12588 0.62181 -2.23006

2:
21
Properties=species:S:1:pos:R:3 method="wB97M-V/def2-TZVPD" lumo_energy_ev=-0.5 homo_energy_ev=-11.01 smiles=O.O.O.O.O.O.O gap_ev=10.518
H 2.55576 2.28819 0.25290
O -1.43724 1.48419 0.66790
H -4.05924 0.37919 0.85390
H -1.51924 -0.99581 -1.68010
O 2.45676 1.65819 0.83590
H -1.53924 1.95719 -0.17710
H 1.92176 -3.64981 1.65890
O -3.62324 0.43919 1.68590
H 0.65176 -0.39481 -0.38710
H -0.35824 -0.54681 -2.74010
H 1.26076 -2.42481 1.89790
H 1.89976 0.97119 0.54990
H -2.77024 0.49419 1.49290
H 1.69676 -0.51181 -2.75210
O 0.67076 -0.39281 0.53390
O -1.16024 -1.09281 -2.68810
O 1.50676 -3.19081 2.38290
H -1.01624 2.21219 1.28790
O 1.43876 0.09919 -2.07510
H 1.56576 1.02919 -2.37710
H -0.14224 0.18819 0.77590

3:
21
Properties=species:S:1:pos:R:3 method="wB97M-V/def2-TZVPD" lumo_energy_ev=-0.1 homo_energy_ev=-10.66 smiles=O.O.O.O.O.O.O gap_ev=10.535
H 0.60069 5.27200 -0.02050
O -3.63005 1.43218 3.21257
H 2.40845 -0.86039 1.18629
H 2.03785 0.58802 1.45980
O 2.69814 -3.63528 1.39680
O 0.21798 4.73935 0.68576
O 0.44224 1.02764 -0.11334
H 1.91457 -4.19489 1.35380
H -3.59655 -0.37624 -1.89296
H 2.26849 -2.56015 -3.07397
O -2.98856 -0.39104 -2.64071
O 1.68157 -0.23305 1.10217
H 0.94155 -2.11761 -2.47947
H -0.37133 4.13008 0.22696
H -0.32068 0.67150 -0.58250
H -2.73856 1.69796 2.96039
H 2.41847 -2.80838 0.98814
H -2.87287 -1.32893 -2.83036
H 1.18526 0.51440 -0.45022
H -3.73563 0.55991 2.81634
O 1.43898 -2.12709 -3.30498

4:
21
Properties=species:S:1:pos:R:3 method="wB97M-V/def2-TZVPD" lumo_energy_ev=-0.2 homo_energy_ev=-10.35 smiles=O.O.O.O.O.O.O gap_ev=10.159
O 1.15371 -2.27371 -0.48838
O -1.00129 0.53329 -0.24038
O 1.86671 0.20829 0.24962
H 2.58271 0.66229 -0.18738
H -1.69729 -0.03671 1.25462
H -1.11029 1.29429 -0.72738
H -1.49329 -0.44871 -1.60838
H -2.11929 -0.80271 2.54762
H -1.58229 -1.84171 -1.74538
O 1.07071 0.59729 2.91462
H 0.58471 2.95929 -1.01338
O -2.40329 -0.06271 2.01862
H 1.09171 -2.78271 -1.21938
H 1.81271 -0.65071 -0.26938
H 1.64671 -2.90671 0.13862
O -0.20929 2.55529 -1.51738
H 0.40071 1.08329 2.90962
H 1.39971 0.73229 1.92862
H -0.11429 2.05829 -2.40838
O -1.67529 -1.14071 -2.37238
H -0.20429 0.26329 -0.16438

Which structure is most stable? 1, by 0.675 eV over the runner-up.

1:
21
Properties=species:S:1:pos:R:3 method="wB97M-V/def2-TZVPD" lumo_energy_ev=0.4 homo_energy_ev=-10.68 smiles=O.O.O.O.O.O.O gap_ev=11.061
H 0.37529 -3.04623 1.58819
H -1.53054 2.79817 -1.37221
O -1.73032 1.90619 -0.98450
H 1.72565 0.59990 1.54279
H -0.63839 -1.12122 -1.47762
H 0.24153 -2.76707 0.03577
O -1.86881 -0.59953 -2.32247
H 2.11946 2.02822 2.15552
H -1.31601 2.83183 1.67636
O 0.16988 -1.69481 -1.17382
O -0.52572 2.97431 0.97376
H 0.42218 -2.36764 -1.89067
O 2.24044 -0.79090 0.42227
H -1.78176 0.42022 -2.09081
H -1.39416 2.06848 -0.03967
H 0.31115 2.48582 1.24867
H 2.36251 -1.77913 0.81959
H -2.58020 -0.98359 -1.68735
O 1.38420 1.39948 2.01257
O 0.67364 -3.52674 0.70930
H 1.33998 -0.83578 -0.14567

2:
21
Properties=species:S:1:pos:R:3 method="wB97M-V/def2-TZVPD" lumo_energy_ev=0.3 homo_energy_ev=-10.15 smiles=O.O.O.O.O.O.O gap_ev=10.476
H -2.53267 2.80609 -1.94846
H -0.22109 0.09248 0.35980
H 2.96139 2.40361 -1.60123
O -1.07823 -1.86858 -3.40100
H 3.00064 3.91887 -1.48946
H 2.62397 -3.30034 0.66999
H -1.81626 -1.44438 -2.94893
O -2.72771 2.92265 2.20862
O 2.86464 3.12147 -0.96539
O -2.01463 2.30524 -1.30831
H 0.96866 -4.13697 2.31720
O 0.40123 -3.51355 2.78450
H 1.70021 -2.10957 0.47308
H -1.95968 2.34763 2.11663
O 1.85133 -2.86696 1.04972
O 0.60111 -0.09975 -0.10499
H -1.43158 -2.09016 -4.26993
H -3.47907 2.32227 2.14551
H -1.25713 1.99055 -1.81444
H 0.98049 -3.12026 3.44689
H 1.28024 0.31587 0.43817

3:
21
Properties=species:S:1:pos:R:3 method="wB97M-V/def2-TZVPD" lumo_energy_ev=0.6 homo_energy_ev=-10.92 smiles=O.O.O.O.O.O.O gap_ev=11.470
H 0.64041 -0.46939 0.05004
H -0.88733 1.67025 2.74821
O -0.30615 -0.15698 0.30511
O -0.75764 1.80961 -1.53768
O 2.11306 -1.15185 -0.40597
H -1.95036 -2.22076 -0.82914
O -1.28548 -2.46029 -0.15665
H -0.00942 0.98513 1.69049
H -0.36309 4.44302 0.76803
O 0.04691 1.74594 2.33054
H -0.55227 0.38143 -0.49231
H -0.65734 2.62030 -1.02376
H 2.65160 -1.46684 0.41061
H 0.01529 1.80159 -2.16186
H -0.53523 2.91270 1.30078
H 0.06608 -3.23681 -0.76177
H 1.67777 -2.02013 -0.78936
O -0.85694 3.51702 0.59427
O 0.99614 -3.27255 -1.20382
H -1.15140 -1.60884 0.38174
H 1.45616 -4.03884 -0.69809

4:
21
Properties=species:S:1:pos:R:3 method="wB97M-V/def2-TZVPD" lumo_energy_ev=0.3 homo_energy_ev=-11.07 smiles=O.O.O.O.O.O.O gap_ev=11.364
H -1.01880 0.09273 0.26766
O 2.85707 2.05289 4.10016
O -2.10301 -3.89854 0.85651
O 1.31138 -1.49641 3.24232
O -0.14402 0.48026 0.29633
H -0.31864 1.89770 -5.11802
H -2.58629 -3.41539 0.18626
H 3.78596 1.39988 -3.62369
H -4.22591 0.49160 0.52930
H 0.05919 0.48346 -4.73195
H 2.17996 1.38907 3.96935
O -3.92251 -0.34283 0.17165
H -2.59057 -3.74027 1.66489
H 0.09375 0.60428 -0.62253
H -4.62262 -0.61923 -0.41969
H 2.35366 1.88493 -3.69535
H 2.14883 -1.85722 2.95126
H 0.99798 -0.98525 2.49618
O 3.16063 1.98005 -3.18941
O -0.21407 1.32219 -4.36034
H 2.79811 2.27602 5.02912

Which structure is most stable? 3, by 0.791 eV over the runner-up.

1:
21
Properties=species:S:1:pos:R:3 method="wB97M-V/def2-TZVPD" lumo_energy_ev=-1.4 homo_energy_ev=-10.14 gap_ev=8.717
O 1.70019 -1.42505 0.87029
H -0.43181 -1.67205 -0.28071
O -0.83781 -2.50605 -0.11671
H -0.61881 -2.87905 -1.00671
H 0.20619 0.91295 -0.67571
H -0.79281 1.28695 1.90129
H -0.83481 0.76895 -1.42871
O 2.38019 0.85595 -1.79871
O -0.17881 1.84395 2.51729
H 2.79319 1.37695 -1.16071
O 0.00819 0.02795 -0.55171
H 1.07719 -0.82405 0.35929
O -1.45581 1.30595 -2.05171
H -1.23781 0.01895 0.50229
H -0.29481 -3.06205 0.57629
O -2.08681 0.24995 1.03629
H -0.85181 1.73895 -2.65371
H 0.05019 2.59995 2.06729
H 1.51119 0.71095 -1.30471
H 1.61219 -0.85805 1.59429
H -1.71681 -0.47205 1.60529

2:
21
Properties=species:S:1:pos:R:3 method="wB97M-V/def2-TZVPD" lumo_energy_ev=-0.1 homo_energy_ev=-10.81 smiles=O.O.O.O.O.O.O gap_ev=10.672
H -3.15826 0.68217 2.15586
H -2.37574 3.74430 -1.47815
O 3.26926 -2.72556 0.69056
H -0.48570 -1.38714 -3.67431
H 0.21577 0.89638 -1.84704
O 0.30433 0.91743 -0.86250
H 2.61841 0.13734 1.29552
H 1.37626 -1.50396 3.98347
H -0.48403 0.66603 -0.47525
H -3.37279 3.35910 -2.57362
H 3.17487 -2.22421 -0.05111
O 0.83696 -1.02051 3.37216
H -1.26563 -0.62987 -4.61036
O 1.78920 0.06587 0.87856
O -2.97363 4.11952 -2.13995
H 3.92601 -3.43279 0.59251
H -1.91261 0.28916 3.02026
O -2.80907 -0.00345 2.70236
O -1.27890 -1.49593 -4.15716
H 1.64208 1.00626 0.64459
H 0.96320 -1.46015 2.53361

Which structure is most stable? 2, by 3.117 eV over the runner-up.

1:
21
Properties=species:S:1:pos:R:3 method="wB97M-V/def2-TZVPD" lumo_energy_ev=-0.2 homo_energy_ev=-10.50 smiles=O.O.O.O.O.O.O gap_ev=10.284
H 1.04480 4.32890 2.03676
O 0.58347 -2.62102 0.04625
H 2.65763 -0.17499 -1.03181
H -0.25091 0.44880 0.27215
H 0.51287 -3.18449 -0.73414
H -1.39099 1.01839 -1.86796
O -2.01193 1.51435 -2.42090
O 0.72278 3.87955 1.25140
O 0.78656 1.15325 1.99651
O 2.90028 -0.97514 -0.55632
H 0.45902 0.90962 2.86833
H 0.52877 2.97481 1.53887
O -0.72977 -0.07090 -0.38615
H 2.07775 -1.47218 -0.44752
H -0.20670 -0.88273 -0.45134
H 0.54558 -3.21991 0.79795
O -2.54224 -2.12099 -1.38867
H -2.61147 1.93083 -1.79698
H -2.73888 -2.74580 -0.68572
H -1.99684 -1.44080 -0.97052
H 1.66021 0.75044 1.92980

2:
21
Properties=species:S:1:pos:R:3 method="wB97M-V/def2-TZVPD" lumo_energy_ev=0.2 homo_energy_ev=-10.50 smiles=O.O.O.O.O.O.O gap_ev=10.651
H 3.54993 -2.00130 0.32177
H 0.19016 2.10102 0.56654
O 1.00552 2.17583 1.12163
H -1.96048 1.38257 -0.86542
H 2.63664 -2.86434 -0.58131
H 0.72434 1.33938 -2.43825
H 1.00441 -1.09783 -0.12842
H -0.12718 0.98385 3.69910
O -1.60343 1.94659 -0.24497
O 0.60372 0.41038 -2.43977
O 0.24069 -0.59983 -0.03920
H -2.17955 2.06374 0.37935
H 0.89934 3.00476 1.55811
O -0.68474 0.42705 3.09249
O -1.85016 -1.80442 -1.41535
H -0.64352 -1.06822 -0.45847
H -2.39096 -2.29201 -0.70965
O 2.72855 -2.56832 0.32669
H -0.30870 0.46588 2.17032
H -2.16806 -2.05496 -2.22946
H 0.33347 0.05017 -1.68573

Which structure is most stable? 1, by 1.440 eV over the runner-up.